25
Properties=species:S:1:pos:R:3:nbo_charge:R:1 method="wB97M-V/def2-TZVPD" total_energy_ev=-17893.465 de_lowest_kj_mol=321.4 total_charge=-1
H -2.903 -1.804 -0.588 0.172
H 2.553 1.912 -0.326 0.215
H -2.323 1.936 0.616 0.178
H -0.593 -0.059 -1.627 0.270
H -1.050 1.525 -1.742 0.203
H 2.412 -2.142 -1.306 0.217
Si 1.703 -0.405 0.426 1.548
C 2.881 -1.217 -0.958 -1.119
H -2.331 0.517 1.718 0.205
H -1.037 -2.328 1.049 0.450
H -3.234 -1.302 1.019 0.184
O -0.212 -2.425 0.581 -0.634
C -1.489 0.481 -1.543 -0.685
H 1.030 1.822 -0.748 0.213
C -2.751 -0.987 0.141 -0.554
H -0.760 1.260 1.086 0.233
H 2.708 -0.468 1.515 -0.307
N 0.193 -1.006 0.524 -1.007
C -1.823 1.020 0.921 -0.640
H -2.163 0.198 -2.346 0.204
H 3.194 -0.573 -1.780 0.199
C 1.670 1.440 -0.026 -1.094
H 3.916 -1.468 -0.552 0.196
H 1.212 1.957 0.929 0.204
C -1.965 0.076 -0.189 0.148



24
Properties=species:S:1:pos:R:3:nbo_charge:R:1 method="wB97M-V/def2-TZVPD" total_energy_ev=-18798.325 de_lowest_kj_mol=225.3 total_charge=+1 smiles=CC[C@@](C)(S)[NH+](C)C
H 0.242 -1.864 -0.675 0.218
N 0.642 0.467 0.605 -0.423
S -2.093 0.967 0.192 -0.023
H 0.495 -0.271 1.418 0.474
H 0.207 2.455 0.328 0.228
H -0.852 -3.069 0.954 0.250
H -0.337 1.642 -2.064 0.239
H 0.732 0.325 -2.210 0.235
H 1.905 -0.440 -0.730 0.218
H 2.261 1.257 -0.576 0.243
H 2.681 -0.011 0.629 0.239
H -3.024 -0.085 -0.297 0.187
C 1.960 0.354 -0.039 -0.423
H -1.840 -1.752 1.346 0.225
H -0.239 1.877 1.897 0.240
C 0.563 1.851 1.120 -0.428
H -0.725 -0.033 -2.528 0.265
C -0.226 0.654 -1.893 -0.696
C -0.703 -1.381 -0.405 -0.444
C -0.539 0.229 -0.500 0.118
H -0.009 -1.795 1.746 0.178
C -0.911 -1.989 1.029 -0.596
H 1.359 2.167 1.698 0.242
H -1.551 -1.555 -1.043 0.235